This record from the Open Molecules 2025 dataset describes C24H27AsN3Ti as an isolated structure in a non-equilibrium geometry. The level of theory is ωB97M-V/def2-TZVPD.

Values from the calculation:
Total charge: +2
Largest force on an atom in eV/A: 2.41
Multiplicity: 2
Molecular weight in g mol⁻¹: 480.29
Frontier orbital gap (spin up / spin down) in eV: 6.4 / 6.8
⟨S²⟩: 0.779

Each line ends with the Löwdin spin population.
CARTESIAN COORDINATES (ANGSTROEM)
Ti: -0.1976 -0.3796 0.2283  1.021
C: -3.7885 1.9566 -0.7497  0.001
C: -2.6150 1.5408 -0.1187  0.004
N: -1.9681 0.4258 -0.4439  0.008
C: -2.5079 -0.3677 -1.4154  0.004
C: -3.7039 -0.0268 -2.0993  0.000
C: -4.3328 1.1828 -1.7477  0.004
C: -4.1892 -0.9001 -3.0948  -0.016
C: -3.4588 -2.0059 -3.4464  0.001
C: -2.2645 -2.3387 -2.7941  -0.017
C: -1.8043 -1.5714 -1.7308  0.008
N: -0.7023 -1.7531 -0.9248  -0.040
C: 0.1031 -2.8701 -0.8743  0.006
C: -0.2020 -4.1686 -1.2516  -0.013
C: 0.7815 -5.1622 -1.2422  0.001
C: 2.0763 -4.8894 -0.8783  -0.015
C: 2.4179 -3.6090 -0.3980  0.001
C: 3.7134 -3.2401 0.0160  0.002
C: 3.9226 -1.9766 0.5152  0.002
C: 2.8452 -1.0957 0.6378  0.003
N: 1.6142 -1.3814 0.2196  0.009
C: 1.4031 -2.6135 -0.3341  0.002
H: -4.2622 2.8758 -0.4442  0.000
H: -2.2049 2.1225 0.7030  0.000
H: -5.2325 1.4883 -2.2631  0.000
H: -5.1279 -0.6689 -3.5744  -0.001
H: -3.8120 -2.6450 -4.2430  0.000
H: -1.6974 -3.1858 -3.1496  -0.001
H: -1.2077 -4.4338 -1.5380  -0.001
H: 0.5111 -6.1588 -1.5546  0.000
H: 2.8369 -5.6519 -0.9420  -0.001
H: 4.5216 -3.9508 -0.0600  0.000
H: 4.9071 -1.6607 0.8176  0.000
H: 2.9981 -0.1245 1.1020  0.000
C: -1.2178 3.6411 2.9633  0.000
C: -0.2304 3.5806 1.8016  0.000
As: 0.5032 1.7518 1.4845  0.012
C: 1.7572 2.2576 0.0241  0.001
C: 1.1959 1.8244 -1.3386  0.002
C: 1.5578 1.4850 3.1513  0.006
C: 2.5211 2.6210 3.4814  0.001
H: -1.6858 4.6214 2.9953  0.000
H: -0.7174 3.4740 3.9182  0.000
H: -2.0056 2.8899 2.8584  0.000
H: 0.6347 4.2269 1.9937  0.000
H: -0.6921 3.9254 0.8666  0.000
H: 2.7501 1.8234 0.1737  0.000
H: 1.8821 3.3485 0.0304  0.000
H: 1.1266 0.7065 -1.4329  0.001
H: 1.8468 2.1834 -2.1397  0.000
H: 0.1960 2.2561 -1.5120  0.001
H: 2.0919 0.5285 3.0793  0.000
H: 0.8155 1.3693 3.9566  0.000
H: 3.2824 2.7252 2.7068  0.000
H: 3.0232 2.4289 4.4278  0.000
H: 1.9922 3.5687 3.5836  0.000